Entry 1:
Below is a molecular structure, C4H5NO at a distorted geometry, with properties calculated with wB97M-V/def2-TZVPD.

XYZ file:
```
11
Properties=species:S:1:pos:R:3:forces:R:3
N 1.01683 0.36541 0.99995 -0.126 -0.099 -0.056
C 0.18532 1.21893 0.12117 -0.461 0.914 0.231
C 0.93131 -0.13450 -0.31373 0.042 -0.513 -0.029
C -0.43934 -0.74895 -0.56885 -0.116 -0.173 0.003
O -1.11423 -1.24289 0.57171 -0.278 -0.298 0.109
C -0.87211 0.68381 -0.66827 1.317 0.570 -1.061
H 0.41128 -0.20663 1.59159 -0.028 0.142 -0.050
H 0.46383 2.25761 0.05548 0.187 0.110 0.185
H 1.84014 -0.15765 -0.91981 -0.577 0.085 -0.054
H -0.53558 -1.39169 -1.44663 -0.123 0.103 0.177
H -1.88747 -0.64345 0.57738 0.164 -0.843 0.545
```
Forces are in eV/Å.

Values from the calculation:
- net charge = 0
- LUMO (Eh) = 0.006
- relative energy (zero: lowest compared OMol25 entry of this formula, charge and spin) (kJ/mol) = 532.0
- E_HOMO (eV) = -8.6

Here are the natural (NBO) charges for atoms 1 to 2, given in e: N -0.56; C -0.18

=====

Entry 2:
Below is a single C4H5NO molecule at a distorted geometry, with properties calculated with wB97M-V/def2-TZVPD.

XYZ file:
```
11
Properties=species:S:1:pos:R:3:forces:R:3
C -1.32116 -0.25513 -0.33167 -0.027 -0.024 -0.028
C -0.34453 0.56513 0.48199 -0.196 0.120 -0.150
O 0.38975 -0.11781 1.49045 0.004 -0.088 0.147
C 1.11730 0.38736 0.38892 0.191 0.084 -0.099
C 1.66622 -0.59255 -0.53775 0.335 -0.666 -0.647
N 2.09859 -1.34945 -1.29806 -0.428 0.745 0.741
H -2.24219 0.30647 -0.51067 0.165 -0.070 0.027
H -0.90420 -0.55300 -1.29930 -0.039 0.047 0.159
H -1.57550 -1.16405 0.22129 0.037 0.125 -0.077
H -0.67558 1.55947 0.78501 0.072 -0.169 -0.014
H 1.79131 1.21357 0.60979 -0.114 -0.103 -0.060
```
Forces are in eV/Å.

Values from the calculation:
- net charge = 0
- structure (SMILES) = C[C@H]1O[C@H]1C#N
- LUMO (Eh) = 0.033
- relative energy (zero: lowest compared OMol25 entry of this formula, charge and spin) (kJ/mol) = 156.9
- E_HOMO (eV) = -11.1

Here are the natural (NBO) charges for atoms 1 to 2, given in e: C -0.66; C 0.09

=====

Entry 3:
Below is a single C4H5NO molecule at a distorted geometry, with properties calculated with wB97M-V/def2-TZVPD.

XYZ file:
```
11
Properties=species:S:1:pos:R:3:forces:R:3
C -1.83962 0.98681 0.17951 -2.007 2.262 1.423
N -0.93786 0.21439 0.45357 2.033 -2.213 0.731
C -0.32492 -0.87456 -0.10524 -0.675 -0.381 -0.662
C 0.95946 -0.92484 -0.40444 1.391 2.261 1.341
C 1.86229 0.14938 0.10090 -3.463 0.257 -0.961
O 3.02124 0.23060 -0.08224 2.693 -0.073 -0.105
H -2.06125 1.67872 1.00373 -0.110 0.236 -0.260
H -2.53720 1.13362 -0.62434 0.110 -0.654 -1.219
H -0.82905 -1.81688 -0.24566 -1.017 0.086 -0.034
H 1.42846 -1.73060 -0.84456 0.612 -1.858 -0.768
H 1.25844 0.95336 0.56877 0.432 0.075 0.514
```
Forces are in eV/Å.

Values from the calculation:
- net charge = 0
- structure (SMILES) = C=N/C=C\C=O
- LUMO (Eh) = 0.011
- relative energy (zero: lowest compared OMol25 entry of this formula, charge and spin) (kJ/mol) = 233.9
- E_HOMO (eV) = -8.9

Here are the natural (NBO) charges for atoms 1 to 2, given in e: C 0.02; N -0.41

=====

Entry 4:
Below is a single C4H5NO molecule at a distorted geometry, with properties calculated with wB97M-V/def2-TZVPD.

XYZ file:
```
11
Properties=species:S:1:pos:R:3:forces:R:3
C -1.26220 -0.26992 -0.07841 -0.229 -0.137 -0.293
C 0.16607 0.12879 -0.23366 -0.354 0.024 0.013
C 0.40376 1.57219 -0.37376 0.048 0.937 -0.052
N 0.56398 2.69936 -0.58216 -0.170 -1.163 0.337
C 1.18053 -0.69615 0.43210 -0.659 0.537 0.586
O 1.15425 -0.57155 -0.97435 0.136 -0.028 -0.158
H -1.83592 -0.03821 -0.97029 -0.291 -0.092 0.002
H -1.29230 -1.33095 0.17051 -0.245 0.049 -0.248
H -1.66500 0.28501 0.78150 0.042 -0.114 -0.312
H 1.68241 -0.00819 1.08724 1.792 -0.430 -0.095
H 0.93676 -1.70357 0.76922 -0.069 0.418 0.221
```
Forces are in eV/Å.

Values from the calculation:
- net charge = 0
- structure (SMILES) = C[C@@]1(C#N)CO1
- LUMO (Eh) = 0.028
- relative energy (zero: lowest compared OMol25 entry of this formula, charge and spin) (kJ/mol) = 208.3
- E_HOMO (eV) = -11.0

Here are the natural (NBO) charges for atoms 1 to 2, given in e: C -0.61; C 0.11

=====

Entry 5:
Below is a single C4H5NO molecule at a distorted geometry, with properties calculated with wB97M-V/def2-TZVPD.

XYZ file:
```
11
Properties=species:S:1:pos:R:3:forces:R:3
N -1.92979 -0.52979 1.99348 0.803 -0.460 -0.567
C -1.11242 -0.80124 1.22133 -0.741 0.239 0.731
C -0.16319 -0.90706 0.09611 -0.255 -0.147 -0.051
C -0.29937 0.37896 -0.74460 -0.071 0.078 -0.147
C 1.07398 0.71334 -0.14279 0.133 0.348 -0.092
O 1.18353 -0.60117 0.44437 0.036 -0.070 0.111
H -0.24796 -1.88075 -0.39730 -0.067 0.184 0.077
H -0.31322 0.21830 -1.82344 0.048 0.008 0.166
H -1.13487 1.00890 -0.43167 0.217 -0.038 -0.223
H 1.88524 0.91385 -0.84810 -0.090 -0.070 0.114
H 1.05806 1.48667 0.63260 -0.012 -0.071 -0.120
```
Forces are in eV/Å.

Values from the calculation:
- net charge = 0
- structure (SMILES) = N#C[C@H]1CCO1
- LUMO (Eh) = 0.032
- relative energy (zero: lowest compared OMol25 entry of this formula, charge and spin) (kJ/mol) = 163.3
- E_HOMO (eV) = -10.7

Here are the natural (NBO) charges for atoms 1 to 2, given in e: N -0.31; C 0.25

=====

Entry 6:
Below is a single C4H5NO molecule at a distorted geometry, with properties calculated with wB97M-V/def2-TZVPD.

XYZ file:
```
11
Properties=species:S:1:pos:R:3:forces:R:3
C 1.11648 0.33711 -1.24830 -0.278 0.281 0.072
C 0.04323 0.15521 -0.19549 0.188 -0.692 0.355
C 0.01264 -0.91818 0.62378 0.492 0.392 0.589
N -1.05274 -0.85146 1.52076 -0.155 0.589 -0.147
C -1.66954 0.22859 1.25599 1.236 1.112 -2.036
O -0.99305 0.97348 0.11431 -1.198 -1.204 1.509
H 1.77196 1.19067 -1.04965 -0.225 0.011 0.009
H 1.75303 -0.56443 -1.25332 -0.396 0.348 0.164
H 0.71906 0.43890 -2.26255 -0.106 0.095 0.190
H 0.88289 -1.52668 0.79965 -0.352 -0.688 -0.169
H -2.57020 0.69072 1.69219 0.793 -0.245 -0.537
```
Forces are in eV/Å.

Values from the calculation:
- net charge = 0
- structure (SMILES) = Cc1cnco1
- LUMO (Eh) = 0.037
- relative energy (zero: lowest compared OMol25 entry of this formula, charge and spin) (kJ/mol) = 91.8
- E_HOMO (eV) = -9.0

Here are the natural (NBO) charges for atoms 1 to 2, given in e: C -0.65; C 0.29

=====

Copy entry 3 word for word.
Below is a single C4H5NO molecule at a distorted geometry, with properties calculated with wB97M-V/def2-TZVPD.

XYZ file:
```
11
Properties=species:S:1:pos:R:3:forces:R:3
C -1.83962 0.98681 0.17951 -2.007 2.262 1.423
N -0.93786 0.21439 0.45357 2.033 -2.213 0.731
C -0.32492 -0.87456 -0.10524 -0.675 -0.381 -0.662
C 0.95946 -0.92484 -0.40444 1.391 2.261 1.341
C 1.86229 0.14938 0.10090 -3.463 0.257 -0.961
O 3.02124 0.23060 -0.08224 2.693 -0.073 -0.105
H -2.06125 1.67872 1.00373 -0.110 0.236 -0.260
H -2.53720 1.13362 -0.62434 0.110 -0.654 -1.219
H -0.82905 -1.81688 -0.24566 -1.017 0.086 -0.034
H 1.42846 -1.73060 -0.84456 0.612 -1.858 -0.768
H 1.25844 0.95336 0.56877 0.432 0.075 0.514
```
Forces are in eV/Å.

Values from the calculation:
- net charge = 0
- structure (SMILES) = C=N/C=C\C=O
- LUMO (Eh) = 0.011
- relative energy (zero: lowest compared OMol25 entry of this formula, charge and spin) (kJ/mol) = 233.9
- E_HOMO (eV) = -8.9

Here are the natural (NBO) charges for atoms 1 to 2, given in e: C 0.02; N -0.41